{"formula": "C3H4OSi", "method": "ωB97M-V with the def2-TZVPD basis set", "homo_lumo_gap_ev": 11.089, "largest_force_ev_per_a": 2.7, "e_above_lowest_kcal_mol": 26.6, "symbols": ["C", "C", "C", "O", "Si", "H", "H", "H", "H"], "xyz": [[-1.33629, -1.24661, -0.14849], [-0.66529, -0.25894, 0.00464], [-4.17195, -1.38880, 0.47828], [-4.99489, -0.98627, -0.21261], [0.81246, 0.80283, -0.01208], [-1.79378, -2.10593, -0.59360], [1.48664, 0.10172, 1.13419], [1.35614, 0.52092, -1.35485], [0.19497, 2.13034, 0.12679]]}